Density functional theory data (ωB97M-V with the def2-TZVPD basis set) for a structure of composition C47H42N4O3S3Sb2Ti.

Last column: Löwdin charge in e.
Cartesian coordinates (Å):
Ti (1.6845, -1.7107, -0.8561)  0.44
N (3.4133, -3.4110, -4.6679)  0.08
C (3.0344, -2.7298, -3.5582)  -0.85
S (2.2437, -3.6461, -2.3103)  0.68
N (3.2946, -1.4538, -3.5522)  -0.01
N (2.8639, -0.8057, -2.3925)  -0.10
C (3.2001, 0.4387, -2.3878)  -0.04
C (2.9388, 1.4200, -1.3480)  -0.14
C (3.4056, 2.7239, -1.5321)  -0.03
C (3.2106, 3.6857, -0.5572)  -0.08
C (2.5443, 3.3470, 0.6175)  -0.05
C (2.0536, 2.0657, 0.8128)  -0.04
C (2.2532, 1.1139, -0.1717)  -0.31
O (1.7506, -0.1274, -0.0294)  -0.24
H (3.2855, -4.4040, -4.7131)  0.08
H (3.9267, -2.9302, -5.3848)  0.10
H (3.7504, 0.7817, -3.2621)  0.13
H (3.9186, 2.9706, -2.4530)  0.12
H (3.5688, 4.6940, -0.7106)  0.10
H (2.3935, 4.0904, 1.3894)  0.11
H (1.5097, 1.7921, 1.7048)  0.09
S (0.9688, -3.4012, 0.7398)  0.61
C (2.6898, -3.3272, 1.0865)  -0.73
C (3.3641, -3.9817, 2.1176)  -0.07
C (4.7173, -3.7601, 2.2605)  -0.05
C (5.3872, -2.9132, 1.3762)  -0.05
C (4.6583, -2.3029, 0.3802)  -0.10
N (3.3470, -2.5104, 0.2505)  -0.12
H (2.8113, -4.6266, 2.7856)  0.11
H (5.2596, -4.2361, 3.0671)  0.11
H (6.4481, -2.7329, 1.4606)  0.11
H (5.1124, -1.6380, -0.3449)  0.12
C (-3.0001, 0.2546, -0.0371)  -0.37
C (-2.8778, -0.3034, 1.3886)  -0.40
C (-1.6862, -1.2411, 1.5597)  -0.46
Sb (-0.8979, -1.8698, 3.4798)  1.45
C (-2.2232, -1.0136, 4.9470)  -0.41
C (-1.7701, -1.1784, 6.2581)  -0.17
C (-2.4225, -0.5867, 7.3293)  -0.09
C (-3.5525, 0.1865, 7.1086)  -0.10
C (-4.0365, 0.3345, 5.8187)  -0.09
C (-3.3821, -0.2663, 4.7492)  -0.13
C (0.5249, -0.2664, 3.7053)  -0.38
C (0.1920, 0.9829, 4.2249)  -0.12
C (1.1769, 1.9179, 4.5210)  -0.09
C (2.5144, 1.6210, 4.2974)  -0.10
C (2.8592, 0.3942, 3.7480)  -0.10
C (1.8709, -0.5378, 3.4612)  -0.15
Sb (-1.3648, 1.6591, -0.2204)  1.55
C (-2.6662, 3.2848, 0.3025)  -0.40
C (-2.6846, 3.7264, 1.6231)  -0.14
C (-3.5872, 4.6990, 2.0401)  -0.10
C (-4.4789, 5.2471, 1.1335)  -0.10
C (-4.4696, 4.8183, -0.1879)  -0.09
C (-3.5736, 3.8431, -0.5982)  -0.13
C (-1.0342, 2.3398, -2.2303)  -0.38
C (-0.8895, 1.5651, -3.3786)  -0.14
C (-0.3376, 2.1000, -4.5355)  -0.09
C (0.0859, 3.4200, -4.5664)  -0.10
C (-0.0740, 4.2133, -3.4389)  -0.09
C (-0.6262, 3.6760, -2.2852)  -0.16
H (-3.9301, 0.8120, -0.1473)  0.05
H (-2.9564, -0.5353, -0.7862)  0.03
H (-3.8014, -0.8308, 1.6443)  0.10
H (-2.7933, 0.5419, 2.0798)  0.07
H (-0.7947, -0.7832, 1.1172)  -0.03
H (-1.8583, -2.1704, 1.0121)  0.03
H (-0.8820, -1.7715, 6.4522)  0.09
H (-2.0489, -0.7289, 8.3351)  0.10
H (-4.0526, 0.6697, 7.9377)  0.10
H (-4.9256, 0.9249, 5.6377)  0.10
H (-3.7988, -0.1485, 3.7620)  0.07
H (-0.8456, 1.2319, 4.4224)  0.09
H (0.8963, 2.8762, 4.9405)  0.10
H (3.2818, 2.3425, 4.5457)  0.10
H (3.8973, 0.1568, 3.5501)  0.10
H (2.1627, -1.5026, 3.0615)  0.07
H (-1.9858, 3.3115, 2.3423)  0.08
H (-3.5897, 5.0280, 3.0716)  0.10
H (-5.1805, 6.0071, 1.4527)  0.10
H (-5.1666, 5.2432, -0.8993)  0.10
H (-3.5798, 3.5162, -1.6315)  0.10
H (-1.2180, 0.5336, -3.3854)  0.05
H (-0.2376, 1.4771, -5.4160)  0.10
H (0.5270, 3.8314, -5.4651)  0.10
H (0.2361, 5.2504, -3.4540)  0.10
H (-0.7421, 4.3147, -1.4161)  0.09
O (-1.4529, -4.8252, -7.7133)  0.12
C (-2.0142, -5.0245, -6.4976)  -0.48
O (-2.8602, -5.8638, -6.3694)  0.12
C (-1.5364, -4.1622, -5.3682)  -0.13
C (-0.5199, -3.2175, -5.4837)  -0.02
C (-0.1559, -2.4355, -4.4022)  -0.12
C (-0.8013, -2.5977, -3.1795)  -0.61
S (-0.4236, -1.5306, -1.8239)  0.66
C (-1.8184, -3.5389, -3.0580)  -0.08
C (-2.1791, -4.3160, -4.1443)  0.00
H (-0.8135, -4.1060, -7.6736)  0.08
H (0.0259, -3.0674, -6.4090)  0.11
H (0.6273, -1.6947, -4.5028)  0.10
H (-2.3221, -3.6600, -2.1082)  0.11
H (-2.9662, -5.0528, -4.0646)  0.12

Cartesian forces, eV/Å:
Ti -0.57 -1.40 -0.53
N -0.07 -0.01 0.05
C 0.08 -0.10 -0.11
S 0.01 0.36 -0.07
N -0.19 -0.04 0.30
N 0.45 0.17 -0.29
C -0.08 0.12 0.13
C 0.11 -0.04 -0.22
C -0.01 0.09 0.09
C -0.01 -0.07 -0.06
C -0.02 -0.06 0.00
C 0.09 0.15 0.04
C -0.17 -0.32 -0.01
O 0.13 0.58 0.11
H 0.02 0.01 0.00
H 0.02 -0.01 0.00
H -0.04 0.03 0.03
H 0.02 0.02 -0.01
H 0.02 0.01 0.01
H -0.01 0.03 0.00
H -0.01 -0.01 0.03
S 0.56 0.15 -0.09
C -0.12 -0.05 0.13
C -0.08 0.00 0.01
C 0.04 0.04 -0.01
C -0.03 -0.02 -0.01
C 0.02 -0.01 -0.03
N 0.01 0.10 0.29
H 0.02 -0.01 0.01
H 0.01 -0.04 -0.02
H 0.02 0.00 0.02
H -0.01 0.01 0.03
C 0.00 -0.09 -0.15
C 0.03 0.02 0.02
C 0.04 -0.03 -0.08
Sb -0.19 0.05 0.02
C 0.03 0.05 0.10
C -0.01 0.02 -0.02
C 0.01 -0.02 0.00
C -0.01 0.03 0.01
C 0.00 -0.02 0.00
C -0.02 -0.07 0.02
C 0.06 -0.03 0.06
C -0.07 0.05 -0.04
C 0.00 0.02 -0.03
C -0.02 -0.01 -0.05
C 0.01 0.03 0.01
C 0.01 -0.06 0.01
Sb -0.03 0.15 0.14
C 0.00 0.01 0.07
C 0.01 0.02 0.00
C 0.03 -0.02 0.02
C -0.03 0.02 -0.01
C -0.01 0.01 -0.01
C 0.03 -0.01 0.02
C 0.06 0.08 -0.02
C -0.18 -0.09 0.02
C -0.01 0.00 -0.03
C -0.02 0.01 0.00
C -0.01 -0.02 0.00
C 0.02 -0.01 -0.07
H -0.02 -0.02 -0.08
H 0.02 0.01 0.02
H -0.01 0.04 0.07
H -0.04 0.01 0.05
H -0.03 -0.10 0.00
H 0.00 0.04 -0.06
H 0.03 0.00 0.00
H 0.02 0.01 0.01
H -0.03 -0.02 0.02
H -0.02 0.00 -0.01
H 0.01 0.05 -0.06
H 0.02 -0.04 0.04
H 0.00 0.01 0.00
H 0.02 0.02 -0.01
H 0.01 0.00 0.02
H 0.00 -0.03 -0.01
H 0.02 -0.01 0.01
H 0.01 0.00 0.01
H -0.01 0.00 0.00
H 0.00 0.00 -0.01
H 0.01 0.00 -0.02
H 0.06 0.01 0.03
H 0.00 0.00 -0.01
H 0.00 0.01 -0.02
H 0.00 0.02 0.00
H 0.04 0.00 0.03
O 0.00 0.01 0.06
C 0.01 -0.03 -0.01
O 0.03 0.02 0.00
C -0.05 -0.02 -0.07
C 0.02 0.00 0.02
C -0.02 0.04 -0.01
C 0.03 0.04 0.00
S -0.05 0.20 0.13
C 0.01 -0.05 0.01
C 0.04 0.02 0.04
H -0.01 0.00 -0.02
H -0.01 0.01 -0.01
H 0.01 -0.02 0.01
H 0.00 0.00 0.00
H -0.01 0.00 0.00

Results
**Total charge**: 0
**E_HOMO**: -7.87 eV
**Lowest unoccupied orbital energy**: -1.10 eV

---

Density functional theory data (ωB97M-V with the def2-TZVPD basis set) for a structure of composition C47H43I2N2O2RuS2Sb2.

Last column: Löwdin spin population.
Cartesian coordinates (Å):
Ru (-0.9238, -1.4751, 1.5070)  0.67
C (-1.9882, 1.8674, -0.1414)  0.00
C (-0.9622, 2.9936, -0.0011)  0.00
C (0.4218, 2.4973, 0.4394)  0.00
Sb (1.6616, 1.8099, -1.2135)  0.01
C (3.4929, 1.3670, -0.1441)  0.00
C (3.5589, 1.1819, 1.2342)  0.00
C (4.7361, 0.7548, 1.8346)  0.00
C (5.8622, 0.4973, 1.0634)  0.00
C (5.8115, 0.6924, -0.3101)  0.00
C (4.6342, 1.1245, -0.9051)  0.00
C (2.3084, 3.9311, -1.4447)  0.00
C (3.0805, 4.5774, -0.4790)  0.00
C (3.4096, 5.9209, -0.5956)  0.00
C (2.9619, 6.6551, -1.6876)  0.00
C (2.1865, 6.0339, -2.6544)  0.00
C (1.8717, 4.6848, -2.5322)  0.00
Sb (-1.6744, 0.3545, -1.6621)  0.00
C (-2.6226, 1.5536, -3.2285)  0.00
C (-3.9279, 2.0357, -3.2894)  0.00
C (-4.3588, 2.8055, -4.3629)  0.00
C (-3.4921, 3.1119, -5.4027)  0.00
C (-2.1864, 2.6425, -5.3580)  0.00
C (-1.7647, 1.8712, -4.2836)  0.00
C (-3.2632, -0.8702, -0.8057)  0.00
C (-4.6684, -0.4693, -0.8310)  0.00
C (-5.6681, -1.3711, -0.8362)  0.00
C (-5.4119, -2.7741, -1.0575)  0.00
C (-4.1602, -3.2351, -1.2410)  0.00
C (-2.9878, -2.4000, -0.9875)  0.00
H (-2.9867, 2.2760, -0.3268)  0.00
H (-2.0172, 1.3012, 0.7899)  0.00
H (-1.3372, 3.6791, 0.7689)  0.00
H (-0.8942, 3.5792, -0.9289)  0.00
H (0.2909, 1.6719, 1.1419)  0.00
H (0.9737, 3.2906, 0.9458)  0.00
H (2.6796, 1.3425, 1.8505)  0.00
H (4.7645, 0.6018, 2.9066)  0.00
H (6.7711, 0.1376, 1.5320)  0.00
H (6.6860, 0.4889, -0.9198)  0.00
H (4.5920, 1.2683, -1.9813)  0.00
H (3.4369, 4.0177, 0.3803)  0.00
H (4.0170, 6.4025, 0.1634)  0.00
H (3.2177, 7.7050, -1.7762)  0.00
H (1.8283, 6.5992, -3.5085)  0.00
H (1.2693, 4.2078, -3.3011)  0.00
H (-4.6271, 1.8106, -2.4932)  0.00
H (-5.3791, 3.1735, -4.3856)  0.00
H (-3.8306, 3.7087, -6.2417)  0.00
H (-1.4937, 2.8781, -6.1588)  0.00
H (-0.7408, 1.5080, -4.2537)  0.00
H (-4.8950, 0.5918, -0.8110)  0.00
H (-6.7009, -1.0412, -0.7895)  0.00
H (-6.2638, -3.4365, -1.1680)  0.00
H (-3.9866, -4.2516, -1.5778)  0.00
H (-2.0811, -2.6783, -1.5216)  0.00
O (1.6039, -2.7033, 2.5780)  0.03
C (0.6879, -2.0524, 3.1640)  0.03
O (-0.4665, -2.6019, 3.4860)  0.03
C (1.0919, -0.7690, 3.8300)  0.00
C (2.3955, -0.7061, 4.3201)  0.00
C (2.8506, 0.4099, 5.0036)  0.00
C (2.0017, 1.4989, 5.1683)  0.00
C (0.7260, 1.4735, 4.6345)  0.00
C (0.2427, 0.3468, 3.9512)  0.00
S (-1.3355, 0.3860, 3.2260)  0.00
H (3.0419, -1.5566, 4.1459)  0.00
H (3.8578, 0.4304, 5.4053)  0.00
H (2.3464, 2.3803, 5.6994)  0.00
H (0.0751, 2.3354, 4.7165)  0.00
I (-0.6980, -4.2227, 1.9084)  0.03
I (-1.3436, -6.5183, 0.2054)  0.01
C (2.4112, -5.4893, 0.2408)  0.00
C (2.5203, -4.2201, -0.5237)  0.00
C (3.1124, -4.0339, -1.7418)  0.00
C (3.0852, -2.7655, -2.3507)  0.00
N (2.4448, -1.7394, -1.8002)  0.00
C (1.8661, -1.9447, -0.6250)  0.01
S (0.9906, -0.7472, 0.2075)  0.03
N (1.9102, -3.1501, 0.0315)  0.00
C (3.7124, -2.5269, -3.6820)  0.00
H (3.0710, -6.2550, -0.1646)  0.00
H (1.3797, -5.8534, 0.2079)  0.00
H (2.6544, -5.3146, 1.2902)  0.00
H (3.6045, -4.8641, -2.2316)  0.00
H (1.6612, -3.1512, 1.0348)  0.00
H (4.4676, -3.2836, -3.8964)  0.00
H (4.1640, -1.5364, -3.7115)  0.00
H (2.9564, -2.5716, -4.4683)  0.00
C (-2.7855, -1.7312, 0.3405)  0.02
C (-3.6386, -2.0307, 1.5019)  0.01
C (-3.9890, -3.3506, 1.8304)  0.03
C (-4.6961, -3.6451, 2.9821)  0.00
C (-5.0899, -2.6275, 3.8421)  0.03
C (-4.7893, -1.3119, 3.5152)  0.00
C (-4.0970, -1.0162, 2.3548)  0.03
H (-3.6942, -4.1492, 1.1631)  0.00
H (-4.9375, -4.6773, 3.2114)  0.00
H (-5.6284, -2.8553, 4.7555)  0.00
H (-5.0831, -0.5082, 4.1810)  0.00
H (-3.8910, 0.0174, 2.1031)  0.00

Cartesian forces, eV/Å:
Ru -1.43 -0.78 0.50
C 0.14 0.14 -0.09
C 0.01 -0.12 -0.06
C -0.08 -0.23 -0.08
Sb 0.23 0.71 0.18
C -0.20 -0.09 -0.14
C -0.05 0.03 0.03
C 0.08 0.00 0.04
C -0.05 0.05 0.00
C 0.11 -0.04 -0.04
C -0.10 0.06 0.02
C -0.05 -0.19 -0.05
C 0.06 0.04 0.00
C 0.01 0.02 -0.02
C 0.01 0.02 0.03
C 0.00 0.06 -0.09
C 0.01 -0.08 0.01
Sb -0.49 -0.23 0.59
C 0.07 -0.16 0.00
C -0.03 0.05 0.02
C -0.09 0.04 0.01
C 0.06 -0.03 0.00
C 0.01 0.07 -0.06
C -0.03 0.01 0.03
C 0.01 0.41 -0.29
C -0.03 -0.15 -0.13
C -0.10 0.27 -0.01
C 0.10 -0.26 -0.12
C -0.17 0.13 -0.06
C 0.16 -0.24 0.28
H 0.02 0.00 -0.03
H -0.03 -0.06 0.02
H 0.04 0.04 -0.03
H -0.01 0.02 0.04
H 0.01 0.03 0.09
H 0.09 -0.02 -0.07
H 0.01 -0.05 0.02
H -0.05 0.00 -0.02
H 0.01 0.02 -0.01
H -0.01 0.02 0.00
H 0.06 -0.05 0.00
H 0.01 0.02 0.00
H -0.01 -0.02 0.01
H -0.02 0.00 -0.03
H 0.00 0.00 0.01
H -0.01 0.04 0.00
H 0.01 0.01 -0.02
H 0.00 -0.02 -0.01
H -0.01 0.01 0.01
H -0.02 0.00 0.00
H -0.01 0.01 -0.05
H -0.05 -0.02 0.04
H 0.02 0.04 0.04
H 0.04 -0.04 -0.05
H -0.04 -0.03 0.05
H -0.02 0.00 -0.02
O 0.19 -0.10 0.59
C 1.07 -0.19 0.59
O 0.98 0.78 -0.51
C -0.06 0.14 0.07
C -0.07 0.02 0.01
C 0.08 -0.06 0.04
C -0.02 0.06 0.03
C 0.07 -0.10 0.04
C 0.01 0.00 -0.02
S 0.02 -0.61 -0.95
H -0.01 -0.01 0.03
H -0.01 0.01 -0.02
H -0.01 0.01 -0.03
H 0.01 0.01 0.00
I -0.77 -0.54 -0.06
I -0.07 0.01 -0.13
C 0.33 -0.17 0.03
C -0.80 0.73 0.52
C 0.46 -0.44 -0.63
C -0.71 0.31 0.62
N 0.86 -0.46 -0.95
C -1.39 0.61 2.02
S 0.09 0.01 -0.36
N 1.32 -0.70 -1.44
C 0.26 -0.09 -0.15
H 0.02 0.01 -0.03
H 0.10 0.04 -0.06
H -0.02 0.01 0.00
H -0.01 0.01 0.01
H -0.29 0.20 0.42
H 0.02 0.02 -0.03
H -0.04 0.01 0.03
H -0.06 0.02 0.05
C 0.78 0.96 -0.11
C -0.42 -0.03 -0.04
C -0.01 0.12 -0.07
C -0.02 0.04 0.06
C -0.04 -0.07 0.07
C -0.04 0.06 -0.01
C -0.11 -0.06 -0.10
H 0.02 -0.03 0.03
H 0.02 -0.01 0.01
H 0.01 -0.01 0.00
H -0.01 0.02 -0.03
H 0.09 0.00 0.00

Results
**Total charge**: -2
**ΔE to the lowest compared entry with this formula, charge and spin**: 17.38 kcal/mol
**E_HOMO (spin up / spin down)**: -0.62 / -1.03 eV
**2S+1**: 2
**Lowest unoccupied orbital energy (spin up / spin down)**: 3.79 / 3.78 eV

---

What are the largest force on an atom values for these records? In order: 1.6 2.5 eV Å⁻¹.